No. 1
A structure of composition C26H32AsClIN2O8OsP2. Source: OMol25; level of theory: ωB97M-V/def2-TZVPD.

The geometry in XYZ format:
```
74
Properties=species:S:1:pos:R:3:forces:R:3
Os 0.516280 -1.517159 0.736300 1.64 0.45 -0.27
Cl -1.540943 -5.813511 5.557320 0.02 0.03 -0.03
C -0.582087 -4.907797 4.445829 0.00 -0.06 0.02
C 0.709708 -5.279941 4.202432 0.00 0.07 -0.06
C 1.511636 -4.580038 3.265784 -0.03 -0.15 0.10
I 3.432973 -5.215723 2.867348 0.04 0.02 -0.02
C 0.983591 -3.499026 2.615433 0.11 0.44 -0.03
O 1.610891 -2.751835 1.691415 -0.13 -0.84 -0.13
C -0.322769 -3.087275 2.907647 -0.09 0.03 0.01
N -0.737588 -1.978897 2.217324 -0.38 -0.27 0.15
C -1.998846 -1.595430 2.329534 -0.01 0.29 0.19
C -2.903784 -2.264515 3.157583 0.08 0.09 0.02
C -2.489057 -3.347856 3.891913 0.06 -0.07 0.02
C -1.157693 -3.788615 3.781181 -0.12 0.05 0.14
H 1.123388 -6.133361 4.720625 0.00 -0.01 -0.01
H -2.293478 -0.720150 1.767449 -0.02 -0.06 -0.08
H -3.921736 -1.907748 3.209943 0.01 0.01 0.01
H -3.174606 -3.874677 4.541792 0.00 0.01 0.01
C 0.151524 -2.034944 -3.088904 -0.06 0.06 -0.03
C -1.254586 -2.125668 -2.487600 0.13 0.01 0.13
O -2.277535 -2.117477 -3.473198 -0.02 -0.13 -0.02
P -1.638825 -0.672812 -1.478677 0.03 0.27 -0.15
O -2.960516 -0.957875 -0.684997 -0.03 0.07 -0.01
O -1.925562 0.540335 -2.423218 0.13 0.02 0.04
O -0.477155 -0.271065 -0.592834 -0.33 -0.37 -0.07
P -1.317716 -3.576992 -1.352274 0.11 -0.14 -0.06
O -2.891981 -3.612026 -0.949305 0.01 -0.01 0.15
O -0.897974 -4.818721 -2.000619 -0.01 0.02 0.03
O -0.625877 -3.030516 -0.100041 -0.06 0.03 -0.11
H 0.178905 -1.251569 -3.846475 0.01 0.01 0.02
H 0.409217 -2.993268 -3.539902 -0.03 0.01 -0.05
H 0.906659 -1.812221 -2.333165 0.00 -0.02 0.00
H -2.206724 -2.915948 -4.013794 0.00 0.00 0.01
H -3.282897 -1.884859 -0.745019 0.01 -0.03 0.04
H -2.621769 0.380785 -3.077710 -0.02 0.03 -0.02
H -3.303829 -4.458711 -1.163633 -0.04 0.01 -0.09
C 2.138509 4.375900 -0.695406 0.09 0.08 -0.07
As 1.423499 2.614555 -1.129002 -0.17 -0.22 0.01
C 2.952847 1.944818 -2.155013 0.01 0.10 -0.12
C 0.302191 3.177231 -2.649807 0.07 0.17 0.07
C -0.833214 4.051629 -2.186628 -0.02 -0.07 -0.12
C -1.082973 5.272453 -2.806434 -0.01 0.04 0.04
C -2.147955 6.070708 -2.410072 0.03 0.00 0.01
C -2.990482 5.654976 -1.390563 0.00 -0.01 0.00
C -2.746704 4.444265 -0.756279 0.01 0.00 -0.01
C -1.672901 3.656761 -1.144355 -0.03 -0.01 -0.01
H 2.488725 4.878032 -1.598319 0.01 0.02 0.02
H 2.972801 4.266317 -0.003522 -0.01 0.01 0.03
H 1.363956 4.982523 -0.228230 0.00 -0.01 0.01
H 3.162607 2.604431 -2.998429 0.05 -0.03 0.00
H 2.745577 0.941887 -2.529909 0.00 0.00 0.00
H 3.830880 1.902965 -1.511649 -0.01 -0.03 0.03
H -0.072720 2.274292 -3.131891 -0.02 -0.05 -0.03
H 0.932383 3.710497 -3.364114 -0.06 -0.01 -0.05
H -0.440000 5.598992 -3.615327 0.01 0.00 0.01
H -2.317158 7.021010 -2.899521 -0.02 -0.01 -0.02
H -3.831025 6.267696 -1.093055 0.01 0.01 0.02
H -3.397828 4.112350 0.042981 0.01 0.01 0.01
H -1.482729 2.718594 -0.634922 -0.01 -0.02 -0.02
C 3.760114 -1.388900 0.160204 -0.04 0.06 0.06
C 3.124079 -0.243953 0.892006 0.69 0.56 -0.20
C 3.735858 0.886530 1.364738 0.17 -0.62 -0.30
C 2.744654 1.752303 1.912398 -0.63 0.03 0.15
C 1.538022 1.153935 1.743506 0.52 -0.24 0.87
C 0.205469 1.566257 2.263350 -0.02 0.06 -0.12
N 1.769188 -0.124459 1.157123 -1.49 0.34 0.10
H 4.310546 -1.019799 -0.705965 -0.04 -0.01 -0.01
H 3.038014 -2.125059 -0.194348 -0.04 -0.05 -0.03
H 4.463353 -1.920461 0.801538 -0.05 -0.06 0.00
H 4.800945 1.061134 1.332079 -0.02 0.03 -0.01
H 2.901819 2.698611 2.404628 0.05 0.03 -0.07
H 0.263271 1.756394 3.335840 -0.05 -0.02 0.00
H -0.547145 0.798273 2.087192 0.01 0.04 -0.01
H -0.135716 2.483419 1.779688 -0.02 -0.03 -0.06
```
Forces are in eV/Å.

spin multiplicity	1
total charge	+1
ΔE to the lowest compared entry with this formula, charge and spin	64.17	kcal per mole

***

No. 2
A structure of composition C26H32AsFMnNS2Si2. Source: OMol25; level of theory: ωB97M-V/def2-TZVPD.

The geometry in XYZ format:
```
66
Properties=species:S:1:pos:R:3:forces:R:3
Mn 0.158826 -0.371879 -0.307618 -0.16 0.75 0.25
S -1.294267 -0.985031 3.994191 -0.11 -0.05 0.18
C -0.128732 0.293705 4.110690 -0.01 0.03 0.19
C 0.278648 1.004347 5.237560 -0.02 -0.03 -0.06
C 1.237701 1.984904 5.073003 0.02 -0.01 -0.08
C 1.784024 2.244376 3.808965 -0.03 -0.03 0.03
C 1.380882 1.536125 2.693645 0.07 0.10 0.07
C 0.407088 0.553463 2.848831 -0.10 -0.14 -0.32
N -0.120505 -0.245296 1.834289 0.41 0.20 0.10
C -0.995826 -1.077043 2.285971 -0.21 -0.22 -0.10
C -1.637764 -2.012740 1.365582 -0.01 0.18 0.29
C -2.521022 -2.986756 1.826487 -0.06 -0.03 0.01
C -3.068051 -3.883517 0.928268 0.07 0.05 -0.06
C -2.697233 -3.790594 -0.410018 -0.05 0.00 0.02
C -1.807793 -2.813212 -0.838223 -0.02 0.04 -0.01
C -1.253377 -1.859468 0.023512 0.16 -0.27 0.12
H -0.143964 0.794402 6.211636 0.00 0.00 -0.01
H 1.574163 2.551157 5.931995 0.00 0.01 0.00
H 2.542565 3.009237 3.702931 0.00 0.00 0.02
H 1.817230 1.688349 1.716758 -0.01 -0.01 0.01
H -2.770375 -3.050144 2.881460 0.00 0.00 -0.02
H -3.754271 -4.651150 1.262930 0.00 0.00 0.00
H -3.100888 -4.495814 -1.128580 0.00 0.00 0.00
H -1.521338 -2.806390 -1.880811 0.04 -0.01 -0.07
S 2.193064 -0.120013 -0.206998 -0.25 -0.09 0.27
F 1.059256 5.689326 -3.522615 0.00 0.01 0.01
C 0.604733 4.654083 -2.764156 0.00 0.02 -0.05
C 1.215306 4.388285 -1.557178 -0.02 -0.10 0.10
C 0.743801 3.327680 -0.792940 0.21 0.11 0.01
C -0.315097 2.527612 -1.214382 -0.19 -0.24 0.10
C -0.841365 1.411899 -0.367039 0.70 0.13 0.31
C -0.896258 2.842814 -2.438304 -0.09 0.10 -0.15
C -0.451628 3.900699 -3.222981 -0.04 -0.09 0.04
H 2.045369 4.999901 -1.227839 0.00 -0.01 0.00
H 1.223861 3.105130 0.151577 0.02 0.00 -0.01
H -1.867334 1.161555 -0.639260 -0.04 -0.18 -0.08
H -0.824405 1.706558 0.681765 -0.17 0.23 0.01
H -1.730782 2.246963 -2.779615 0.01 0.01 -0.04
H -0.907706 4.133778 -4.177240 0.00 -0.01 0.01
C 3.585314 -0.723543 -3.344574 0.22 -0.13 0.14
Si 1.927363 -0.199642 -4.011992 -0.24 -0.04 0.13
C 2.068021 1.599001 -4.479085 0.02 0.31 -0.03
C 1.670823 -1.176636 -5.600096 -0.02 -0.09 -0.20
As 0.251740 -0.882644 -2.576945 -0.04 -0.45 -1.01
Si -1.654767 -0.601999 -3.882577 0.20 -0.05 0.16
C -1.552486 0.657233 -5.274958 0.02 0.17 -0.17
C -3.162273 -0.164877 -2.851951 -0.21 0.03 0.11
C -2.045146 -2.214279 -4.756852 -0.07 -0.25 -0.12
H 4.339922 -0.662070 -4.137229 -0.01 0.00 0.05
H 3.534734 -1.751507 -2.976890 0.05 0.02 -0.03
H 3.889695 -0.098413 -2.504296 0.02 -0.01 -0.06
H 2.857407 1.702871 -5.232816 -0.02 0.09 0.03
H 2.332134 2.208057 -3.609426 -0.01 -0.02 -0.04
H 1.139212 1.999646 -4.889269 0.03 -0.01 -0.01
H 2.581088 -1.144748 -6.209177 -0.05 0.00 0.00
H 0.846948 -0.792519 -6.206976 0.06 -0.06 0.02
H 1.450961 -2.219534 -5.359573 0.04 0.00 -0.04
H -1.740195 1.673621 -4.925573 0.02 0.00 -0.01
H -2.306271 0.409375 -6.030850 0.01 0.06 0.02
H -0.576989 0.652964 -5.761953 -0.06 0.02 -0.02
H -3.313468 0.916370 -2.795727 -0.04 -0.07 0.00
H -3.066624 -0.539806 -1.832124 -0.04 -0.04 0.00
H -4.059041 -0.609939 -3.295926 0.00 0.05 0.02
H -1.222146 -2.503087 -5.416650 -0.03 0.01 0.02
H -2.954377 -2.110286 -5.360396 0.03 -0.04 0.00
H -2.194512 -3.028612 -4.043565 -0.01 0.01 -0.04
```
Forces are in eV/Å.

spin multiplicity	2
total charge	-1
ΔE to the lowest compared entry with this formula, charge and spin	0.00	kcal per mole

***

No. 3
A structure of composition C26H32BFeN3O2SSe2. Source: OMol25; level of theory: ωB97M-V/def2-TZVPD.

The geometry in XYZ format:
```
68
Properties=species:S:1:pos:R:3:forces:R:3
Fe -0.515966 0.779343 -0.204537 -0.92 -0.76 -0.04
S 2.636892 1.529961 2.817731 0.02 0.01 -0.03
C 3.301696 0.330775 1.752902 0.03 -0.04 0.09
C 4.546144 -0.288897 1.830715 -0.02 0.02 -0.01
C 4.852297 -1.248262 0.888433 0.00 -0.01 -0.04
C 3.933510 -1.578542 -0.115255 0.01 0.00 0.08
C 2.706873 -0.954595 -0.189892 -0.04 0.00 0.01
C 2.380171 0.011314 0.756370 -0.07 0.00 -0.02
N 1.184054 0.728765 0.846021 0.42 0.25 -0.44
C 1.206312 1.551227 1.870453 -0.10 -0.03 0.01
C 0.028136 2.350182 2.105252 0.08 -0.08 -0.05
C -0.097540 3.265570 3.147439 -0.02 0.02 0.00
C -1.266606 3.990263 3.267915 0.00 -0.02 -0.03
C -2.276787 3.791417 2.333034 0.01 0.01 0.02
C -2.129936 2.871175 1.302124 0.00 -0.04 -0.04
C -0.973821 2.094757 1.154239 -0.13 0.13 0.36
H 5.250112 -0.027575 2.609022 -0.01 0.00 0.01
H 5.810472 -1.748095 0.925307 0.00 -0.01 0.00
H 4.192418 -2.338236 -0.841788 0.01 -0.01 0.01
H 1.997247 -1.184384 -0.966700 -0.03 -0.03 0.03
H 0.711547 3.409041 3.854615 0.00 0.01 0.00
H -1.393609 4.702622 4.070915 0.00 0.01 0.00
H -3.195184 4.360354 2.408232 0.00 0.00 0.01
H -2.962909 2.788812 0.611282 0.00 0.01 -0.03
C 4.080409 0.329314 -3.081385 -0.04 -0.04 -0.01
Se 2.339591 1.187947 -3.056095 -0.06 0.09 0.09
C 1.391381 -0.135484 -4.116756 -0.13 -0.09 0.03
C 0.981510 -1.411158 -3.400882 0.01 -0.23 -0.09
Se -0.464426 -1.261160 -2.073723 0.20 0.51 -0.07
C -0.261808 -3.040597 -1.321544 -0.01 0.01 0.01
H 4.495472 0.365987 -4.084527 0.00 0.01 -0.01
H 3.994889 -0.697264 -2.732564 0.02 0.05 -0.03
H 4.719344 0.879828 -2.395138 -0.01 0.00 0.00
H 2.054276 -0.398746 -4.941491 -0.01 -0.03 -0.01
H 0.529088 0.355986 -4.567445 -0.01 0.06 0.06
H 1.826124 -1.886957 -2.901156 0.03 0.05 -0.02
H 0.603268 -2.111647 -4.147179 -0.01 -0.07 0.07
H -0.280985 -3.757319 -2.138536 0.00 0.01 -0.01
H -1.114808 -3.214610 -0.669999 -0.01 0.01 0.00
H 0.650828 -3.125623 -0.740499 0.07 0.07 0.01
N -0.619756 2.461380 -1.605645 0.43 0.03 0.10
C -1.496938 2.433510 -2.792595 0.01 -0.10 -0.03
C -2.953804 2.273919 -2.395045 0.01 0.04 0.05
C -3.285904 0.877306 -1.904535 0.05 -0.03 -0.06
N -2.590029 0.499493 -0.650210 0.12 0.04 -0.03
H -0.907719 3.226556 -1.000109 -0.04 0.00 0.00
H 0.323712 2.706714 -1.901630 0.01 -0.11 0.05
H -1.203082 1.583584 -3.414155 0.05 0.02 -0.02
H -1.362749 3.336692 -3.391573 -0.02 0.03 0.03
H -3.581842 2.487878 -3.261126 0.01 -0.05 -0.03
H -3.216537 3.027649 -1.647188 -0.01 0.01 0.03
H -2.987503 0.155984 -2.667382 -0.01 0.01 0.01
H -4.363567 0.767567 -1.765397 0.00 0.05 0.01
H -2.800434 -0.478518 -0.478080 -0.01 -0.01 0.01
H -3.022463 0.969129 0.141247 -0.02 -0.03 -0.04
O -2.179052 -0.853927 1.737368 -0.05 -0.02 -0.05
B -0.934235 -0.693826 1.120259 0.10 0.24 -0.01
O -0.083252 -1.728047 1.507772 0.07 0.08 0.04
C -0.808273 -2.519086 2.375208 0.01 0.00 0.00
C -0.411147 -3.660398 3.032421 -0.02 0.00 -0.01
C -1.362828 -4.261165 3.854718 0.01 0.00 0.00
C -2.639491 -3.727840 3.998685 -0.01 0.00 0.00
C -3.026422 -2.569804 3.326235 0.01 -0.01 -0.01
C -2.077977 -1.990978 2.516105 0.00 -0.01 0.02
H 0.586387 -4.061672 2.918739 0.00 0.00 0.00
H -1.101125 -5.160016 4.395913 0.00 0.00 0.00
H -3.348746 -4.221257 4.648898 0.00 0.00 0.00
H -4.014900 -2.146339 3.436163 0.00 0.00 0.00
```
Forces are in eV/Å.

spin multiplicity	2
total charge	+1
E	-212635.337	eV